Entry from OMol25: a 14-piece molecular cluster, C74H181N5O32 overall (ωB97M-V/def2-TZVPD).

Its total energy is -5608.47302 hartree. The spin multiplicity is 1. The largest force on an atom is 3.66 eV/Å. The LUMO energy is 0.46 eV. As for the gap between HOMO and LUMO: 9.15 eV. Its molar mass is 1653.26 g/mol.

Geometry as XYZ:
```
292
Properties=species:S:1:pos:R:3:forces:R:3
C 3.563157 -0.250934 -1.459097 1.6 -0.4 0.8
H 2.110257 -5.046174 0.492323 -0.1 -0.4 -0.8
H -4.154523 2.378706 0.736343 -0.1 0.0 0.1
H -4.049793 -2.539614 -7.747447 0.6 0.3 0.1
H 3.157417 1.471356 2.558893 -0.8 -0.5 1.7
H -3.600303 -1.091564 -5.127887 0.2 -0.9 -0.3
H 8.035277 -0.096614 5.012513 -0.8 -0.8 -0.1
C 4.473427 -1.734254 6.375803 0.7 -0.2 0.6
O 6.846037 1.311106 5.970123 -1.0 0.6 1.1
H 5.034867 3.038836 -1.378057 1.5 0.0 -0.1
C -4.590383 -1.118424 -9.378727 1.1 -0.1 -0.1
H -6.349373 4.221856 -11.384947 -0.3 0.2 0.2
H 3.844957 2.159636 4.867693 -0.9 -0.3 0.6
H 0.757727 -3.538744 -1.088837 -0.2 0.1 -0.5
H 3.768777 6.114986 1.009533 -0.2 -0.5 -0.2
O -2.325153 -0.398734 2.719323 0.9 0.3 1.6
H -10.580283 -0.889724 -3.132087 0.2 0.2 -0.2
H 6.060127 3.857736 5.773643 0.3 0.2 -0.1
H -3.831393 2.672316 -9.432347 0.5 0.2 -0.5
H 1.785567 2.766066 2.670613 0.0 -0.4 0.3
H 0.697067 -7.288714 -0.699427 -0.3 0.4 0.3
H -1.079273 1.373606 8.449253 -0.3 0.0 0.0
H 2.151857 -2.823884 -0.706617 0.3 -0.3 0.3
H 2.167987 6.771426 1.285213 -0.5 -0.3 0.4
C -6.817233 -7.659914 -1.786617 -0.4 0.2 -0.1
H -2.566483 1.022196 -10.920597 0.0 0.0 0.3
H -2.978873 1.383596 -4.283787 -0.1 0.3 0.0
H 6.304577 1.326146 4.021413 -0.5 -0.2 -0.3
H -8.257693 -4.788554 -3.658227 -0.5 -0.2 -0.7
H 6.707937 2.236056 1.043003 0.5 0.2 0.8
H -2.017273 -0.490134 -2.668817 0.5 0.9 -0.2
C 5.657017 -4.346284 9.787883 -0.9 -0.4 -1.2
H 2.914787 -7.922474 -2.998517 -0.3 -0.7 -1.0
C -1.057113 1.200666 7.373283 0.2 -0.9 -0.9
C 2.398137 6.011266 -2.479737 0.1 -1.2 -1.1
N -7.714893 2.940426 2.950413 -0.8 -0.1 1.8
C -7.619763 3.762366 0.718073 0.0 -1.1 0.7
O -1.498073 -0.658564 5.705673 -0.6 0.6 -0.3
H -8.552483 -3.133144 -1.871427 0.1 -0.4 0.2
H 1.671207 5.816466 -1.691237 0.1 0.0 0.3
O 4.026447 8.325736 5.762383 -0.2 -0.4 -1.2
H 3.046477 2.477996 1.473013 -0.7 1.0 -1.3
H 0.545587 -0.734934 -4.126707 -0.6 0.6 -0.1
H -4.946863 4.589556 -10.434067 0.0 0.1 0.7
O -3.808673 -1.816774 -1.308157 1.6 -0.3 -1.1
C 0.266747 -6.658274 2.603173 0.6 -0.4 -0.3
H -7.179403 -6.664334 -2.043037 0.3 0.5 0.3
H 0.290637 2.483886 0.754883 -0.6 0.0 0.1
H -3.657753 4.209326 -2.592037 0.0 0.1 0.1
H 0.811177 5.417536 3.195543 0.0 -0.3 -0.5
H 8.017487 0.945636 1.142983 0.4 0.6 0.6
H 6.482307 -4.524984 9.098633 0.0 -0.5 0.0
C -2.085773 1.996976 -4.403067 0.8 -1.1 0.1
C -8.701423 -2.888434 -2.923107 -0.1 1.6 0.2
H -8.458743 3.066896 0.694983 0.0 -0.2 -0.5
H -5.824113 -4.765144 -3.843667 -0.7 0.2 -0.8
H 4.969827 4.960856 4.223903 0.4 0.6 0.0
H 8.176627 2.415376 0.073703 0.0 -0.3 -0.1
O 3.875387 7.355226 -3.599157 -0.3 1.9 -1.4
H 2.620837 -0.831444 4.072043 -0.3 0.0 0.9
C -6.425323 -3.984864 -3.376977 0.9 -0.2 2.6
C 5.130077 -2.840244 11.494343 0.2 -0.2 -0.3
C 4.588107 3.093496 -2.370797 1.9 -1.2 1.5
H -2.009413 -0.828444 7.630613 -0.1 0.5 0.2
H -0.160713 -10.013974 -0.258647 0.1 -0.7 0.6
C -1.320513 -8.065164 -1.221607 -1.0 0.5 -0.2
H -4.191563 -8.653444 -2.046867 0.4 -0.3 0.4
O -10.074813 -2.900254 -3.242867 -1.6 -0.7 -0.6
H 5.164207 -3.578514 12.295523 1.1 -0.1 0.3
H 3.554537 7.088056 2.364703 -0.4 0.3 0.2
C 4.379847 8.824646 7.027823 -0.6 0.5 -0.4
C 7.504987 1.692086 0.536143 -1.0 -0.6 -0.1
H -7.307573 2.300206 3.616983 0.1 -0.4 -0.1
C -5.644323 4.225196 2.367133 -0.3 -1.1 -1.1
H 3.848797 9.432176 -3.571987 0.0 0.2 0.3
H -4.007343 3.860036 -4.133197 0.4 -0.1 -0.4
C 1.915557 9.041936 4.666273 0.4 -2.0 1.6
H -2.723583 -0.988354 0.221343 0.3 -0.4 0.1
H 1.922697 4.309546 4.089083 -0.4 0.2 0.3
H 6.342107 2.088816 -3.840537 0.7 -0.8 0.3
C -1.641733 -0.549604 -1.647287 -0.7 0.0 0.6
H 3.214137 3.871686 -0.950707 -0.2 -0.5 0.2
H -7.549533 -2.490664 -5.260597 0.5 0.5 -0.2
H -1.539493 7.359816 -2.756467 -0.3 -0.1 0.7
C 0.170067 -7.854444 -1.467767 -0.4 1.1 -0.9
C 3.031137 6.329356 1.782863 1.3 0.3 -0.1
H -6.445543 -4.369074 -2.357137 0.1 0.3 0.6
H -3.643033 0.010326 -0.768387 0.7 1.1 -0.5
H -5.537733 -0.632164 -9.611487 0.1 0.4 -0.1
H -8.628493 -3.570674 -5.512667 -0.4 -0.1 -1.3
H 2.354237 -3.971594 2.703913 0.2 0.0 0.0
O 2.527477 -0.519624 -3.685547 -0.4 1.1 0.4
O -4.641863 4.349456 1.387153 0.3 0.0 -0.2
O -2.107273 -6.862834 -1.411167 0.7 -0.5 0.6
O -3.433393 -0.329304 -9.635667 0.3 1.8 0.1
H 4.387027 -5.138004 8.209913 -0.1 -0.2 0.0
C 0.887507 -9.800654 -0.468037 -0.9 -0.5 0.5
H 1.291327 3.418056 6.721663 -0.2 0.1 0.0
H -0.311793 -0.384244 2.673563 0.1 0.1 -0.1
H 1.339717 -6.819854 2.499573 0.4 0.1 0.0
H -0.178793 -7.296674 1.840263 -0.4 0.1 -0.2
H -1.845873 4.706566 -4.913067 -0.1 0.0 -0.2
C 2.088987 -4.067234 -4.007477 0.0 -0.6 0.0
H -2.114263 7.003806 -4.245787 0.2 -0.7 -0.9
H -4.378343 -5.283184 -5.282787 0.1 0.8 -0.4
H 4.390777 -0.619244 4.126003 0.1 0.2 -0.1
C -3.715893 3.273776 1.177423 0.0 1.4 -0.2
H -0.542933 -3.856444 1.222763 -0.4 0.1 -0.2
C -0.622783 -0.066724 4.744093 -2.5 -0.3 -0.8
C -3.976033 -2.883414 -0.447237 -2.0 -1.7 -1.2
H 1.352977 9.778286 4.092343 0.4 -0.1 -0.2
H -3.152103 -3.397364 0.047823 0.5 0.9 0.3
H 3.052727 6.469016 4.942373 0.2 0.4 -0.4
O 5.348757 3.688536 -3.362047 0.3 1.4 -0.1
C 0.025617 -4.780664 1.119413 0.3 2.2 1.2
H -4.332763 -3.639864 -1.146267 -0.3 -0.6 0.2
H 2.395847 1.163176 -2.437087 -0.7 0.1 0.2
H 1.660537 -2.511394 1.969933 0.1 0.1 0.1
O -2.596313 -4.150734 -5.506147 0.7 -0.4 -0.3
H 0.034587 -5.070554 -5.607317 -0.2 -0.2 0.0
O 2.854727 5.168836 2.575813 -1.6 0.5 0.3
H -0.415463 3.320736 6.079203 0.0 1.1 0.1
H -3.382873 -1.095304 4.345573 -0.7 0.0 -0.1
O -5.209813 2.674456 -11.082347 2.5 -2.5 0.9
C -1.079363 -0.667114 3.393913 1.4 -0.3 -0.9
H 4.193047 -0.619544 1.022973 0.5 -0.5 0.4
C 3.453577 9.196956 4.771453 0.0 -0.9 -0.5
C 6.609027 3.098536 -3.528557 -0.8 -1.3 -0.7
H -6.073783 5.218296 2.499143 -0.2 0.1 -0.3
H 1.260077 0.943486 -4.532597 -0.4 -0.1 0.2
N -3.531053 3.513266 -3.312837 -0.5 0.0 1.6
H 4.433777 2.034196 -2.576127 -0.4 -0.1 -0.4
H -6.453863 2.210836 1.681733 0.8 0.3 -0.6
N -7.660363 -3.494244 -5.235217 -2.3 0.3 0.2
H -8.129793 4.683776 0.999083 0.6 0.5 -0.4
H 7.504937 2.500576 4.395383 0.4 0.1 0.2
C 6.617607 2.017156 4.804103 -1.3 2.0 -1.2
H -0.883063 -1.331074 -1.690057 -0.4 -0.7 0.5
H -11.958693 -1.905694 -3.010837 0.2 -0.8 0.2
H 0.041887 -0.532164 0.286983 0.2 -0.2 -0.2
H -2.981163 -6.071454 -4.702897 0.5 0.0 0.2
H -5.116273 1.581596 -9.296547 -0.2 -0.4 0.0
O 2.366417 -6.531304 -4.417327 -1.0 1.8 -1.3
H -1.270663 1.305536 -4.189487 0.3 0.1 0.1
H -5.692203 -2.006924 -7.849837 -0.3 -0.3 0.1
C 3.375317 3.842096 -2.028317 -1.6 0.8 -0.5
C -4.662983 -1.657484 -7.931667 -0.4 0.5 0.2
H 1.549897 6.002356 5.528103 -0.9 0.8 0.3
C -4.434533 -7.628204 -1.767657 -0.4 -0.7 0.8
C 0.264307 3.100766 6.902383 -0.3 -1.7 -0.2
H -1.968493 2.222596 -5.462997 -0.2 0.4 0.0
H 1.886827 6.008376 -3.442367 -0.4 -1.6 -0.4
H 3.509857 8.736786 7.678583 0.2 -0.3 0.5
C 2.234897 -3.416694 1.773353 -1.6 -1.0 0.2
H 4.826457 0.965696 1.397563 0.2 0.2 -0.4
H 4.465577 -0.297014 -2.068707 0.0 0.0 -0.4
C -3.352453 -0.223374 3.692193 0.4 0.8 -0.8
C -2.116573 3.184246 -3.454457 -0.9 0.1 -1.2
H -1.714753 -8.785524 -1.938387 0.3 -0.4 -0.1
C 7.911807 0.444406 5.950673 1.8 -0.1 -0.3
O 3.809037 -2.247664 5.245163 -0.2 0.0 0.6
H -1.191853 0.595126 0.848973 -0.1 -0.3 0.1
H 3.889547 -0.932384 6.827663 -0.7 -0.5 0.9
H -0.291593 -0.723284 7.202253 0.3 -0.4 1.0
H 1.459727 -10.725024 -0.546757 -0.1 0.1 -0.6
C 5.010987 -2.860564 7.350303 -1.5 2.9 -0.9
C -3.429043 -6.930834 -0.859317 0.5 0.3 -1.0
H -5.170163 4.028726 3.328733 -0.2 -0.8 0.3
H -7.058883 3.717306 -0.215467 -0.2 0.6 0.0
H 5.336527 -1.105204 6.157993 0.6 -0.3 -1.0
C 0.661667 1.500096 0.467493 1.5 1.0 -0.7
O 0.794567 -3.579724 -4.374837 0.5 -0.6 -0.9
C 2.774037 -5.209264 -4.866667 -1.8 0.9 0.7
H -1.466263 -8.482224 -0.225147 -0.3 0.2 0.2
H 6.092417 -0.965934 -0.726927 -0.4 0.5 -0.6
H 3.201757 -3.151124 1.345853 0.0 -0.1 0.0
H -4.934893 -0.089464 -5.042887 -0.2 0.5 -0.3
H 1.471397 -0.389954 -1.930267 -0.3 0.8 0.3
H -0.096553 -5.279254 -3.825007 -0.9 -0.4 -0.1
O 0.245647 1.661736 6.892113 -1.2 -0.5 0.6
C 2.870597 7.390016 -2.606527 1.8 0.9 1.8
H -4.218753 0.066346 3.097483 -0.4 -0.6 0.3
C -10.912193 -1.839704 -2.713207 2.0 0.1 -0.3
H -1.061353 -2.890274 -5.455187 0.0 0.1 0.0
H -7.876443 3.736106 3.551153 -0.3 0.6 -0.2
O -0.924943 0.618226 -1.185967 -0.2 0.0 -0.3
O -5.649213 -7.673324 -0.973997 0.1 0.3 -1.4
O 3.803167 0.701396 -0.414017 0.8 0.2 0.4
H 2.077027 8.125606 -2.737877 -0.3 -0.1 -0.6
H 3.910767 10.170746 4.947013 -0.7 0.5 -0.2
H 3.483047 -1.226934 -0.980457 -0.2 -0.4 0.0
H 4.610427 9.889566 6.998303 0.3 0.2 -0.1
H -3.437313 -7.375904 0.135653 0.0 0.0 0.1
C 3.577117 -1.342084 4.185563 0.9 -1.0 -0.7
O -4.485543 -0.605564 -6.959567 0.3 0.1 -1.8
C -1.338883 6.655246 -3.563587 -0.2 2.7 1.6
C -3.569863 0.732406 -10.608587 -1.1 0.4 1.0
C 1.813597 5.277586 3.600103 1.3 1.2 -0.4
H -0.001573 -7.072074 3.575223 -0.3 0.5 0.1
C 4.238717 2.778496 5.673963 2.1 0.1 -0.7
C 1.416477 -4.228644 0.688313 2.0 0.7 2.0
H -3.742613 -5.887944 -0.813007 -0.1 0.0 0.3
O 0.837577 -9.043524 -1.645117 1.5 -1.4 -0.3
H -4.857903 -2.657314 0.152173 0.3 -0.2 0.9
H -1.936773 1.602006 6.870073 0.2 1.4 -0.1
C -4.399783 1.957236 -10.027057 -0.9 -0.2 -1.2
H 1.298637 -9.298854 0.407893 0.2 0.6 0.0
H 7.240087 3.080236 -2.640007 -0.1 0.1 0.1
H 5.391387 -1.839264 11.837663 -0.1 -0.2 0.0
H -6.681483 -8.113264 -2.768527 0.2 -0.6 0.1
H 5.382777 -3.722404 6.796143 -0.8 -0.5 -0.2
H 3.635497 -2.031774 3.343533 0.1 0.5 -0.4
C -3.417243 -5.078364 -4.811177 0.7 0.5 0.7
H -5.807643 -3.086954 -3.358837 -0.1 0.2 -0.1
H -3.542243 -4.580594 -3.849567 -0.6 -0.7 0.5
C -5.730023 3.843986 -10.571487 -0.5 0.2 -0.8
H 1.256837 1.700596 -0.423387 0.2 0.0 -0.3
H -4.087813 0.368356 -11.495887 -0.2 0.0 -0.1
H 4.058177 -2.936534 11.321523 -0.1 0.7 -1.1
H 7.945757 -0.165434 6.853463 -0.5 -0.3 -0.3
H 0.413287 -0.366974 4.900613 0.1 0.2 0.1
H -0.091863 3.409296 7.885263 0.0 0.6 -0.1
C 2.377047 0.080396 -2.313227 0.0 -0.8 -2.1
H 3.765777 8.842816 3.788993 0.7 -0.1 0.1
H 3.383347 -4.420194 9.523613 0.4 -1.1 0.7
O 6.005687 -3.152204 10.378063 -1.4 1.0 1.8
O 3.993587 -3.097954 8.350423 2.6 -1.1 -1.4
H 8.881207 0.942766 5.946563 0.2 0.8 0.3
C -0.374163 0.464556 0.140153 -1.3 -0.1 0.3
H 5.256747 8.264926 7.353173 -0.2 0.0 0.3
H 3.640517 3.643876 5.959243 -0.2 -0.1 -0.2
H -5.323283 -1.695094 -5.435467 0.4 -0.6 0.1
H -1.680893 -3.167774 -3.861377 -0.2 -0.4 0.4
C -0.208673 -4.588314 -4.660547 1.0 1.1 0.6
C -2.957683 -0.834864 -0.832087 0.7 1.5 1.3
C 4.774727 0.207606 0.616073 -1.6 -0.6 -2.0
O 1.551017 1.051786 1.482493 -1.6 -1.7 -0.2
C -7.845153 -3.792254 -3.817277 1.2 -1.1 0.4
H -10.721713 -1.743624 -1.644287 -0.6 -0.2 0.2
H -0.349143 4.080266 -4.249407 0.4 0.2 0.2
H -4.391133 -1.901474 -10.110327 -1.0 -0.9 0.3
C -1.274753 -0.281704 7.039463 2.7 -0.8 0.2
H -0.339173 7.043376 -3.758577 0.4 -0.8 -1.1
H 3.034917 8.763346 -4.921447 0.3 -0.2 -0.6
H -8.437003 -1.832744 -2.983987 0.8 0.3 -0.2
H -4.513983 -7.158344 -2.747967 -0.4 0.7 0.2
H -3.103953 0.653916 4.289453 -0.1 0.0 0.3
C 4.319237 -4.358054 8.968313 -0.8 1.6 0.5
H 4.449667 3.805756 3.406553 -0.1 -0.5 -0.6
H 4.585967 2.259756 6.567503 -0.7 -0.5 0.0
C -6.792183 3.225726 1.890623 0.6 0.9 0.7
C 6.163187 -0.213294 0.058333 -2.0 0.3 0.0
C 3.300157 -7.095944 -3.595547 1.1 -0.4 1.5
C 3.923457 8.628596 -4.304637 -0.1 -0.3 1.6
H 0.311337 -7.361664 -2.429697 -0.2 0.5 0.1
C 2.008617 6.422306 4.632933 0.6 0.0 -0.6
H 4.197617 -7.314404 -4.174297 0.2 -0.5 0.3
H 7.135647 3.487196 -4.400177 -0.1 0.7 0.3
H 3.584077 -6.489044 -2.735807 0.3 1.0 -0.1
H -1.631193 2.997476 -2.496537 -0.6 -0.5 0.2
C 5.561877 3.252046 5.016683 0.6 -1.0 0.8
H -7.647873 -8.135654 -1.265267 0.3 -0.2 0.1
H 2.680507 -3.151724 -4.014877 0.3 -0.2 0.2
H -0.793463 1.009126 4.783073 0.6 0.2 -0.2
H 1.968997 -4.478594 -3.005237 0.4 0.0 0.4
H 5.938157 -2.423574 7.721113 -0.1 0.1 0.9
C -4.561643 -0.936964 -5.617797 -0.7 0.3 0.9
O 3.571127 5.164336 -2.448777 -1.6 1.1 -0.1
O 1.491777 7.709876 4.123783 0.7 0.0 0.5
O -1.452193 5.403496 -3.019687 0.3 -1.2 -0.6
H 2.401337 -4.994404 -5.868177 0.1 -0.7 -0.3
C 2.309827 1.990816 2.111843 2.2 0.6 -0.5
H 3.354467 7.675346 -1.672427 0.3 0.4 0.4
H -0.953423 -1.741984 3.523853 -0.3 -0.3 0.0
H 1.484227 -0.479114 -5.571157 0.6 -0.1 0.2
H 4.897417 8.799686 -4.763137 -0.3 -0.6 -0.5
H -3.089823 3.042976 2.039323 -0.4 -0.2 0.5
C 1.360337 -0.141854 -4.542077 1.4 -0.9 1.5
H 6.578747 -0.890494 0.804533 1.1 0.8 0.8
H 5.537787 -5.143694 10.521383 0.4 -0.4 0.1
H -6.343743 3.591396 -9.706817 0.0 0.7 0.4
H -0.472053 -5.345364 0.331043 0.1 -0.7 0.2
H 3.856357 -5.080684 -4.854867 0.0 -0.2 0.1
N 5.319557 4.100666 3.826563 0.3 -0.7 0.8
C -1.425153 -3.674864 -4.791737 -1.0 -0.3 -1.2
H 1.612177 9.085026 5.712313 -0.7 0.1 0.1
H -3.027013 3.762276 0.488293 0.1 -0.5 -0.4
N 1.295767 -3.185054 -0.310687 -1.5 -0.7 -1.2
O 6.823527 0.925076 -0.444447 0.7 -0.9 -0.7
H 2.562547 3.289536 -2.499677 -0.9 0.7 -0.2
C -1.371703 4.359206 -3.995137 0.2 0.5 -0.2
O -0.075223 -5.297394 2.470313 0.1 -0.5 -1.1
```
Positions in Å, forces in eV/Å.

Results of the Mulliken charge analysis, in e, for atoms 1 through 5: number 1, C, carries -1.5335; number 2, H, carries 0.1575; number 3, H, carries 0.2748; number 4, H, carries 0.2849; number 5, H, carries -0.1094